1.
C21H14Cl2N3 | ωB97M-V with the def2-TZVPD basis set

Output
- M (g/mol) = 379.27
- total energy (a.u.) = -1892.958829
- HOMO energy (eV) = -10.77
- frontier orbital gap (eV) = 4.60
- maximum force (hartree/bohr) = 0.0678
- total charge = +1

Atoms and positions in Å:
Cl 2.7617 2.8670 -5.5096
C 2.0900 1.7612 -4.3959
C 0.7779 1.2872 -4.5776
C 0.2408 0.4052 -3.6581
C 0.9673 -0.0412 -2.5081
C 0.2887 -0.9231 -1.6276
C 0.6972 -1.5487 -0.4207
C -0.2637 -2.3969 0.2174
C 0.0086 -3.0665 1.3974
C 1.2686 -2.9131 2.0025
Cl 1.6222 -3.7240 3.4642
C 2.2412 -2.0961 1.4083
C 1.9611 -1.4270 0.2223
C 2.3008 0.4443 -2.3739
C 2.8463 1.3355 -3.2931
H 0.2019 1.6319 -5.4340
H -0.7816 0.0453 -3.7854
H -0.7194 -1.1942 -1.9495
H -1.2372 -2.5159 -0.2610
H -0.7342 -3.7079 1.8664
H 3.2112 -1.9879 1.8822
H 2.7389 -0.8113 -0.2035
H 2.9203 0.1376 -1.5449
H 3.8552 1.7110 -3.1590
C -0.3490 1.8121 0.2959
N -0.9516 2.3723 -0.7662
N -1.2118 2.8553 -1.7847
C -1.1464 1.3313 1.3715
C -0.5775 0.9311 2.6064
C -1.3793 0.4540 3.6292
C -2.7699 0.3570 3.4581
C -3.5997 -0.1430 4.5208
N -4.2677 -0.5500 5.3924
C -3.3436 0.7615 2.2447
C -2.5498 1.2505 1.2184
H 0.7474 1.8696 0.3722
H 0.5050 1.0120 2.7190
H -0.9417 0.1450 4.5789
H -4.4211 0.6961 2.1018
H -3.0067 1.5730 0.2830

Results of the natural (NBO) charge analysis, in e, for atoms 1 through 5: number 1, Cl, carries 0.12; number 2, C, carries 0.05; number 3, C, carries -0.25; number 4, C, carries -0.09; number 5, C, carries -0.11

=====

2.
C21H15AsCl2InO4Sc | ωB97M-V with the def2-TZVPD basis set

Output
- M (g/mol) = 636.95
- total energy (a.u.) = -5215.646436
- HOMO energy (alpha / beta) (eV) = -19.42 / -19.42
- frontier orbital gap (alpha / beta) (eV) = 5.70 / 3.61
- maximum force (hartree/bohr) = 0.1517
- total charge = +4

Atoms and positions in Å:
In -0.2062 -1.2294 -7.2219
Sc -1.3135 0.5104 -2.5322
Cl 0.1583 -3.0319 -5.7474
Cl -1.9621 2.7076 -2.7564
C 0.7369 1.0475 -3.0910
C 1.8752 -2.0710 -8.1032
C 0.5916 1.0033 -6.4202
O 1.8535 1.3341 -3.2397
O 2.6861 -2.8728 -8.0382
O 1.0218 1.9482 -5.9088
O -0.9435 -0.0295 -0.7996
As -0.3742 0.0239 0.8930
C -1.6197 1.2404 1.7019
C -1.8517 1.2022 3.0883
C -2.7848 2.0884 3.6402
C -3.4722 2.9993 2.8320
C -3.2211 3.0277 1.4583
C -2.2842 2.1633 0.8956
C -0.5040 -1.8124 1.4223
C 0.4605 -2.3545 2.2902
C 0.3229 -3.6769 2.7348
C -0.7650 -4.4541 2.3266
C -1.7147 -3.9041 1.4566
C -1.5880 -2.5888 0.9920
C 1.4453 0.6164 0.7049
C 2.3890 -0.2058 0.0895
C 3.7029 0.2500 -0.0633
C 4.0715 1.5188 0.3947
C 3.1106 2.3388 0.9956
C 1.7949 1.8939 1.1521
H -1.3153 0.4884 3.7178
H -2.9679 2.0737 4.7116
H -4.1964 3.6879 3.2665
H -3.7627 3.7116 0.8109
H -2.0631 2.2222 -0.1768
H 1.3218 -1.7539 2.5923
H 1.0695 -4.0973 3.4076
H -0.8756 -5.4811 2.6837
H -2.5590 -4.5054 1.1239
H -2.3186 -2.1621 0.2992
H 2.0859 -1.1920 -0.2650
H 4.4358 -0.4069 -0.5330
H 5.0971 1.8720 0.2540
H 3.3897 3.3337 1.3384
H 1.0428 2.5263 1.6223

Results of the natural (NBO) charge analysis, in e, for atoms 1 through 5: number 1, In, carries 1.11; number 2, Sc, carries 1.83; number 3, Cl, carries -0.48; number 4, Cl, carries -0.39; number 5, C, carries 0.43

=====

3.
C21H15BF14NO5ReS | ωB97M-V with the def2-TZVPD basis set

Output
- M (g/mol) = 856.41
- total energy (a.u.) = -3139.256115
- HOMO energy (alpha / beta) (eV) = -15.01 / -15.06
- frontier orbital gap (alpha / beta) (eV) = 6.18 / 6.20
- maximum force (hartree/bohr) = 0.0158
- total charge = +2

Atoms and positions in Å:
Re -0.4502 0.1765 -0.3755
C -3.9050 -2.2075 4.8355
C -3.2181 -2.0033 3.5209
C -3.8861 -2.2069 2.3183
C -3.2239 -2.0566 1.1109
C -1.8898 -1.6846 1.1136
N -1.2047 -1.5193 -0.1479
C -0.9620 -2.6340 -0.9397
C -1.3764 -3.8990 -0.4811
C -1.1869 -5.0277 -1.2422
C -0.5681 -4.9425 -2.4862
C -0.3471 -6.1527 -3.3276
C -0.0970 -3.6947 -2.9164
C -0.2455 -2.5431 -2.1700
C 0.3682 -1.2421 -2.6790
O 0.7914 -0.3529 -1.6695
C 1.6361 -1.4518 -3.5715
F 1.2754 -1.8721 -4.7938
F 2.2940 -0.3123 -3.7038
F 2.4416 -2.3515 -3.0183
C -0.6859 -0.4314 -3.4738
F -1.5340 0.1096 -2.4576
F -0.2028 0.6046 -4.1103
F -1.4571 -1.1444 -4.2495
C -1.1955 -1.3987 2.2991
C -1.8806 -1.5991 3.4898
C 0.2437 -0.8872 2.2546
O 0.3616 0.1483 1.2727
C 1.2663 -2.0359 1.9365
F 1.4091 -2.1498 0.6005
F 2.4594 -1.8197 2.4538
F 0.8009 -3.1983 2.3941
C 0.6677 -0.1432 3.5527
F 1.8017 0.5135 3.3620
F -0.2739 0.7518 3.8793
F 0.8240 -0.9992 4.5615
H -4.9839 -2.2621 4.7110
H -3.6763 -1.3986 5.5276
H -3.5707 -3.1390 5.2945
H -4.9271 -2.4994 2.3207
H -3.7331 -2.2385 0.1749
H -1.8362 -3.9838 0.4906
H -1.5184 -5.9883 -0.8724
H -1.0546 -6.9415 -3.0835
H 0.6605 -6.5362 -3.1479
H -0.4215 -5.9164 -4.3881
H 0.4089 -3.6627 -3.8685
H -1.3856 -1.4324 4.4347
C -3.5724 3.5719 0.0013
S -2.0882 2.8552 -0.5613
O -1.7807 3.0921 -1.9182
O -2.1132 1.4033 -0.1618
O -1.0138 3.5268 0.3827
H -3.4202 4.6506 -0.0161
H -3.7899 3.2083 1.0018
H -4.3396 3.2792 -0.7148
F 0.7192 2.2136 -0.4661
B 0.3522 3.2778 0.2735
F 1.2079 4.0098 0.8780

Results of the natural (NBO) charge analysis, in e, for atoms 1 through 5: number 1, Re, carries 1.72; number 2, C, carries -0.65; number 3, C, carries 0.05; number 4, C, carries -0.17; number 5, C, carries -0.23